Record 1
A single C2H4N2O2 molecule in a non-equilibrium geometry. Source: the Open Molecules 2025 dataset; level of theory: ωB97M-V/def2-TZVPD.

Computed properties:
ΔE to the lowest compared entry with this formula, charge and spin ... 260.48 kJ/mol
E_LUMO ... 0.683 eV
Gap between HOMO and LUMO ... 10.51 eV
Energy ... -9212.523 eV
Highest occupied orbital energy ... -9.830 eV
M ... 88.1 g/mol

Element x y z (Å)
N  0.123830  1.378805  -0.198170
N  -0.025503  0.077820  -0.007126
C  1.045375  -0.633319  -0.030421
O  2.180943  -0.163290  -0.268382
C  -1.251707  -0.577384  -0.122369
O  -2.252840  0.007557  -0.226511
H  1.058540  1.599254  0.205669
H  -0.515838  1.769227  0.469114
H  0.886791  -1.729548  0.188013
H  -1.249591  -1.729122  -0.009815

Cartesian forces (eV/Å) of the 3 atoms listed first:
N 0.47 3.70 0.47
N -2.22 -2.71 0.10
C 5.78 -2.78 -0.55

---

Record 2
A single CH4OP2 molecule in a non-equilibrium geometry. Source: the Open Molecules 2025 dataset; level of theory: ωB97M-V/def2-TZVPD.

Computed properties:
ΔE to the lowest compared entry with this formula, charge and spin ... 48.68 kJ/mol
E_LUMO ... -0.623 eV
Gap between HOMO and LUMO ... 8.51 eV
Energy ... -21725.504 eV
Highest occupied orbital energy ... -9.137 eV
M ... 94.0 g/mol

Element x y z (Å)
O  2.284289  1.136040  0.212641
P  2.157557  -0.306878  0.118614
C  0.383608  -0.731590  -0.297889
P  -0.796276  0.690079  -0.012298
H  0.330823  -0.630153  -1.418646
H  0.064563  -1.606162  0.151325
H  -0.183271  1.018664  1.166503
H  0.058079  1.748810  -0.739420

Cartesian forces (eV/Å) of the 3 atoms listed first:
O 0.20 1.63 0.03
P -0.37 -2.02 -0.08
C 0.89 3.49 -1.91

---

Record 3
A 3-piece molecular cluster, C4H13NO3 overall in a non-equilibrium geometry. Source: the Open Molecules 2025 dataset; level of theory: ωB97M-V/def2-TZVPD.

Computed properties:
ΔE to the lowest compared entry with this formula, charge and spin ... 144.98 kJ/mol
E_LUMO ... 0.792 eV
Gap between HOMO and LUMO ... 10.50 eV
Energy ... -11990.969 eV
Highest occupied orbital energy ... -9.706 eV
M ... 123.2 g/mol

Element x y z (Å)
C  1.220736  -3.155729  0.626762
C  1.463921  -1.642652  0.746315
N  1.183371  -0.934294  -0.493156
C  0.588471  -1.035176  1.864210
C  0.101923  0.343887  1.474103
O  -1.071630  0.608563  1.364672
H  0.152911  -3.356322  0.758209
H  1.632669  -3.716671  1.467691
H  1.479324  -3.464970  -0.367120
H  2.514108  -1.501330  0.968329
H  1.799394  -1.247693  -1.233211
H  0.244855  -1.098619  -0.825971
H  1.251146  -0.790514  2.705358
H  -0.252789  -1.649140  2.165907
H  0.870199  1.123266  1.355009
O  -1.125281  2.574579  -3.828369
H  -0.301763  2.716326  -3.380998
H  -1.805585  2.574571  -3.151388
O  -1.878630  2.425029  -0.671693
H  -2.031300  1.797832  0.046439
H  -1.782827  3.302609  -0.303790

Cartesian forces (eV/Å) of the 3 atoms listed first:
C -1.07 0.54 1.00
C -0.63 -0.72 -0.06
N 0.29 0.27 -0.35

---

Record 4
A single C2H3ClFP molecule in a non-equilibrium geometry. Source: the Open Molecules 2025 dataset; level of theory: ωB97M-V/def2-TZVPD.

Computed properties:
ΔE to the lowest compared entry with this formula, charge and spin ... 304.33 kJ/mol
E_LUMO (alpha / beta) ... -0.963 / -1.398 eV
Gap between HOMO and LUMO (alpha / beta) ... 7.80 / 6.74 eV
Energy ... -26648.096 eV
Highest occupied orbital energy (alpha / beta) ... -8.763 / -8.140 eV
M ... 112.5 g/mol

Element x y z (Å)
C  -0.087711  0.722846  1.295009
P  -0.523171  0.415336  -0.337735
F  0.269956  1.265533  -1.529241
C  0.127413  -1.178278  -0.677549
Cl  0.372686  -1.484275  -2.280241
H  -0.766556  0.879459  2.041458
H  0.814985  1.383495  1.477691
H  -0.207603  -2.004116  0.010608

Cartesian forces (eV/Å) of the 3 atoms listed first:
C 3.10 1.45 -1.36
P 0.43 0.09 -0.56
F -0.42 -0.41 1.56

---

Record 5
A 2-piece molecular cluster, H3O6 overall in a non-equilibrium geometry. Source: the Open Molecules 2025 dataset; level of theory: ωB97M-V/def2-TZVPD.

Computed properties:
ΔE to the lowest compared entry with this formula, charge and spin ... 105.04 kJ/mol
Charge ... +1
E_LUMO (alpha / beta) ... -7.985 / -7.975 eV
Gap between HOMO and LUMO (alpha / beta) ... 8.94 / 8.96 eV
Energy ... -12310.995 eV
Highest occupied orbital energy (alpha / beta) ... -16.927 / -16.938 eV
M ... 99.0 g/mol

Element x y z (Å)
O  -0.033080  1.495837  0.365027
O  0.929680  -0.587317  0.262666
O  -1.632641  -1.229061  -0.246991
O  -1.758399  0.988188  -0.055772
O  0.720920  0.616984  -0.394620
O  -1.711924  0.030934  -0.851407
H  -0.055050  2.467167  0.193101
H  1.768753  -0.802729  0.660821
H  -1.155106  -1.936550  -0.697682

Cartesian forces (eV/Å) of the 3 atoms listed first:
O -0.90 -1.40 2.70
O -3.43 -0.45 -0.26
O -1.82 0.75 3.32

---

Record 6
C6H12O as an isolated structure. Source: the Open Molecules 2025 dataset; level of theory: ωB97M-V/def2-TZVPD.

Computed properties:
ΔE to the lowest compared entry with this formula, charge and spin ... 288.66 kJ/mol
E_LUMO ... 1.069 eV
Gap between HOMO and LUMO ... 9.66 eV
Energy ... -8461.362 eV
Highest occupied orbital energy ... -8.592 eV
M ... 100.2 g/mol

Element x y z (Å)
C  -0.729048  -2.068095  2.058884
C  -0.284067  -0.845615  1.261426
C  -0.398642  -1.058013  -0.253251
C  -0.012122  0.144257  -1.041685
C  -0.454210  1.590896  -1.065030
O  0.523843  1.830731  -2.123826
C  0.847074  0.487459  -2.004080
H  -1.771839  -2.324264  1.836986
H  -0.114123  -2.942946  1.817467
H  -0.650430  -1.892053  3.136643
H  0.753618  -0.589953  1.509778
H  -0.892886  0.022119  1.549596
H  -1.433212  -1.348355  -0.490870
H  0.233571  -1.902856  -0.556012
H  2.412262  3.621099  -0.446403
H  -0.216837  2.198613  -0.186150
H  -1.463499  1.808120  -1.426781
H  1.618279  0.048193  -2.628649
H  2.032270  3.220663  -0.948041

Cartesian forces (eV/Å) of the 3 atoms listed first:
C -0.02 -0.05 0.03
C 0.02 0.07 0.03
C 0.01 -0.04 -0.04

---

Record 7
A 2-piece molecular cluster, H4N4O2 overall in a non-equilibrium geometry. Source: the Open Molecules 2025 dataset; level of theory: ωB97M-V/def2-TZVPD.

Computed properties:
ΔE to the lowest compared entry with this formula, charge and spin ... 147.55 kJ/mol
E_LUMO (alpha / beta) ... 0.154 / 0.154 eV
Gap between HOMO and LUMO (alpha / beta) ... 8.80 / 8.81 eV
Energy ... -10113.938 eV
Highest occupied orbital energy (alpha / beta) ... -8.650 / -8.652 eV
M ... 92.1 g/mol

Element x y z (Å)
N  0.396602  0.041316  1.644653
N  -0.514998  -0.546654  0.779838
N  -0.065363  -0.867071  -0.378845
N  0.113543  0.739843  -1.516304
O  -0.815036  1.460293  -1.418852
O  1.179273  0.920464  -1.980987
H  0.676933  -0.764959  2.216323
H  1.067765  0.410608  1.030940
H  -1.432582  -0.161300  0.760853
H  -0.606138  -1.232540  -1.137619

Cartesian forces (eV/Å) of the 3 atoms listed first:
N -1.55 -1.24 1.33
N -1.97 -0.36 -1.44
N 3.29 0.61 -1.65

---

Among the records above, which one has the highest energy?
C6H12O

---

Which value of ΔE to the lowest compared entry with this formula, charge and spin does entry 5 give?
105.04 kJ/mol